Density functional theory data (ωB97M-V with the def2-TZVPD basis set) for 3 unconnected molecules or ions with the total composition C17H46O9P2Si2.

Geometry as XYZ:
```
76
C17H46O9P2Si2 (ωB97M-V with the def2-TZVPD basis set)
C 2.87 4.37 1.74
Si 1.21 3.45 1.58
C 0.20 3.52 3.21
C 0.08 4.21 0.22
O 1.35 1.77 1.18
C 2.68 1.26 1.32
C 2.59 -0.30 0.91
Si 1.33 -1.05 2.17
H 2.65 5.47 1.95
H 3.47 4.23 0.81
H 3.41 3.98 2.64
H -0.68 4.22 3.11
H -0.23 2.51 3.48
H 0.87 3.81 4.08
H 0.13 5.33 0.28
H -0.98 3.85 0.34
H 0.45 3.83 -0.77
H 3.04 1.24 2.40
H 3.47 1.81 0.73
H 2.11 -0.31 -0.12
H 3.59 -0.81 0.92
H 1.44 -0.32 3.45
H 1.51 -2.49 2.37
H -0.01 -0.73 1.62
C 4.16 1.09 -2.76
C 3.57 1.52 -4.09
O 3.82 0.56 -5.11
P 2.90 -0.82 -5.14
O 1.62 -0.25 -5.73
O 3.50 -1.48 -6.55
C 2.60 -1.89 -7.58
C 2.49 -0.82 -8.65
O 4.15 -1.64 -4.32
C 3.94 -3.03 -4.00
C 4.35 -3.94 -5.14
H 3.63 0.22 -2.37
H 4.09 1.89 -2.03
H 5.21 0.81 -2.88
H 2.49 1.71 -4.01
H 4.04 2.45 -4.42
H 1.63 -2.16 -7.17
H 3.02 -2.80 -8.03
H 2.26 0.16 -8.23
H 1.71 -1.08 -9.38
H 3.44 -0.71 -9.19
H 2.90 -3.20 -3.71
H 4.57 -3.24 -3.13
H 3.56 -4.01 -5.89
H 4.53 -4.96 -4.78
H 5.25 -3.58 -5.64
C -2.99 0.10 1.06
C -2.92 0.78 2.41
O -4.07 0.50 3.20
P -4.19 -0.97 3.94
O -3.22 -0.74 5.10
O -5.59 -0.69 4.80
C -5.63 -0.94 6.20
C -5.43 0.34 6.99
O -5.17 -1.51 2.66
C -5.65 -2.86 2.71
C -6.95 -2.98 3.50
H -2.93 -0.99 1.17
H -2.18 0.43 0.41
H -3.94 0.31 0.57
H -2.01 0.48 2.95
H -2.88 1.86 2.27
H -4.91 -1.71 6.49
H -6.62 -1.35 6.43
H -4.54 0.88 6.66
H -5.33 0.13 8.06
H -6.27 1.01 6.84
H -4.88 -3.52 3.11
H -5.84 -3.16 1.67
H -6.75 -3.02 4.57
H -7.47 -3.90 3.24
H -7.60 -2.13 3.32
```

energy = -71135.57690 eV
SMILES = C[Si](C)(C)OCC[SiH3].CCOP(=O)(OCC)OCC.CCOP(=O)(OCC)OCC
gap between HOMO and LUMO = 8.72 eV
charge = 0

***

Density functional theory data (ωB97M-V with the def2-TZVPD basis set) for a molecular structure, C17H47B3O8.

Geometry as XYZ:
```
75
C17H47B3O8 (ωB97M-V with the def2-TZVPD basis set)
C 0.04 0.80 1.25
C -0.01 0.61 -0.27
C 1.32 1.03 -0.94
C 1.11 1.70 -2.31
C 1.41 3.20 -2.35
C 0.61 4.06 -1.34
C -0.70 4.54 -1.95
C -1.73 5.05 -0.92
C -2.04 4.04 0.18
C -3.50 3.99 0.66
C -4.56 4.01 -0.45
B -4.37 2.96 -1.59
O -4.76 3.29 -2.89
B -5.52 2.23 -3.35
O -4.88 1.02 -3.47
B -3.82 0.93 -2.56
C -2.65 -0.06 -2.88
O -3.83 1.71 -1.40
H 0.99 0.41 1.59
H -0.74 0.20 1.70
H -0.10 1.85 1.51
H -0.81 1.20 -0.72
H -0.22 -0.43 -0.47
H 1.87 1.69 -0.28
H 1.87 0.11 -1.09
H 0.12 1.53 -2.70
H 1.79 1.24 -3.02
H 1.17 3.55 -3.35
H 2.47 3.38 -2.18
H 0.48 3.49 -0.43
H 1.24 4.91 -1.09
H -0.48 5.39 -2.58
H -1.14 3.79 -2.61
H -2.61 5.36 -1.47
H -1.30 5.95 -0.50
H -1.70 3.04 -0.07
H -1.45 4.34 1.05
H -3.68 4.75 1.41
H -3.61 3.04 1.19
H -4.63 5.02 -0.84
H -5.53 3.83 0.03
H -6.69 2.34 -3.55
H -1.92 0.51 -3.45
H -2.23 -0.40 -1.94
H -2.99 -0.88 -3.50
C 1.79 -2.71 3.11
O 0.78 -1.71 3.31
H 2.05 -2.72 2.05
H 2.68 -2.48 3.69
H 1.41 -3.69 3.39
H 0.56 -1.71 4.25
C -2.75 -3.75 -1.73
O -1.85 -2.79 -1.19
H -3.21 -3.31 -2.61
H -2.22 -4.66 -2.02
H -3.54 -4.00 -1.01
H -1.44 -3.18 -0.40
C 4.74 -1.63 0.68
O 4.46 -2.99 0.97
H 3.80 -1.13 0.44
H 5.20 -1.12 1.53
H 5.41 -1.54 -0.19
H 5.30 -3.42 1.18
C 0.26 -6.84 2.78
O 0.40 -5.50 3.26
H 1.26 -7.24 2.62
H -0.25 -7.46 3.51
H -0.29 -6.86 1.84
H -0.48 -5.15 3.40
C 7.15 -4.26 3.79
O 7.21 -4.68 2.43
H 6.38 -3.50 3.87
H 6.90 -5.09 4.45
H 8.11 -3.83 4.10
H 7.89 -5.36 2.36
```

energy = -36805.50512 eV
gap between HOMO and LUMO = 10.27 eV
charge = 0

***

Density functional theory data (ωB97M-V with the def2-TZVPD basis set) for a molecular structure, C17H48BeF3N2O15S4.

Geometry as XYZ:
```
90
C17H48BeF3N2O15S4 (ωB97M-V with the def2-TZVPD basis set)
Be -4.48 -0.10 -1.03
N -3.43 -1.43 2.71
H -2.87 -1.01 1.94
H -3.74 -0.68 3.32
H -2.93 -2.09 3.31
H -4.25 -1.82 2.25
N -3.36 2.43 2.10
H -2.80 3.21 2.46
H -3.70 2.07 3.00
H -2.81 1.69 1.62
H -4.26 2.63 1.66
C -1.01 0.35 0.35
O -2.43 0.39 0.39
H -0.56 0.42 1.35
H -0.54 -0.42 -0.27
H -0.65 1.20 -0.25
O -2.56 4.73 0.95
S -2.44 5.35 -0.38
O -3.49 6.19 -0.87
O -1.04 6.11 -0.59
C -0.04 5.91 0.43
C 1.07 6.87 0.11
C -2.20 4.00 -1.62
H 0.30 4.88 0.53
H -0.41 6.26 1.39
H 0.80 7.90 -0.08
H 1.63 6.45 -0.75
H 1.96 6.82 0.75
H -1.78 4.41 -2.54
H -3.23 3.64 -1.69
H -1.61 3.17 -1.23
O 0.63 4.52 5.32
S -0.59 3.83 4.94
O -1.37 4.28 3.80
O -0.20 2.29 4.75
C 1.17 1.79 4.64
C 1.64 2.15 3.25
C -1.68 3.61 6.43
H 1.08 0.72 4.80
H 1.77 2.20 5.45
H 2.72 1.96 3.22
H 1.44 3.18 2.97
H 1.15 1.41 2.60
H -1.76 4.56 6.93
H -1.25 2.82 7.04
H -2.56 3.24 5.89
O -1.53 -3.19 -2.80
S -2.43 -3.12 -1.68
O -3.24 -1.91 -1.40
O -3.54 -4.30 -1.81
C -3.06 -5.57 -2.27
C -3.82 -6.76 -1.65
C -1.61 -3.71 -0.18
H -1.99 -5.71 -2.10
H -3.14 -5.66 -3.35
H -3.20 -7.63 -1.42
H -4.66 -7.03 -2.29
H -4.35 -6.44 -0.75
H -1.07 -4.65 -0.33
H -2.45 -3.95 0.47
H -0.91 -2.95 0.16
O 1.36 -4.05 -1.61
S 2.81 -4.08 -1.65
O 3.50 -3.86 -2.91
O 3.47 -3.12 -0.53
C 2.70 -2.09 0.12
C 2.40 -2.59 1.54
C 3.43 -5.75 -0.99
H 1.78 -1.85 -0.42
H 3.26 -1.16 0.16
H 3.34 -2.85 2.02
H 1.88 -3.55 1.52
H 1.86 -1.82 2.11
H 4.29 -6.07 -1.58
H 2.69 -6.55 -1.05
H 3.72 -5.57 0.04
C 1.92 -0.51 -3.44
C 3.45 -0.31 -3.54
O 3.83 -0.55 -4.90
C 5.04 -0.18 -5.28
O 5.84 0.34 -4.54
C 5.25 -0.28 -6.85
F 4.55 -1.35 -7.23
F 4.78 0.81 -7.42
F 6.51 -0.46 -7.15
H 1.35 0.02 -4.20
H 1.46 -0.14 -2.52
H 1.67 -1.56 -3.58
H 3.86 -1.07 -2.87
H 3.66 0.70 -3.20
```

energy = -103958.38492 eV
energy relative to the best compared isomer or geometry (same formula, charge and spin) = 0.3812 eV
gap between HOMO and LUMO = 1.35 eV
charge = +3